Entry 1:
37
Properties=species:S:1:pos:R:3:forces:R:3 method="wB97M-V/def2-TZVPD" charge=-1 total_energy_ev=-20387.6510 gap_ev=8.81 max_force_ev_per_a=2.07 homo_energy_ha=-0.2057 e_above_lowest_ev=0.878
H 0.3340 1.6597 1.3448 0.2 0.3 -0.1
H -1.3959 -3.0059 -0.1388 -0.3 0.2 0.0
H 1.1636 1.1748 -1.2871 -0.3 0.1 0.4
C -2.0377 0.9959 0.3129 1.2 1.4 -0.4
C 0.2837 2.3217 0.4489 -0.8 0.2 -0.2
H -2.4926 -1.1906 3.1166 -0.2 -0.7 0.1
C -1.1469 2.1785 -0.1555 0.0 0.1 -0.7
O 2.8239 0.1353 0.6525 0.3 0.3 -0.9
O 1.3057 2.1018 -0.4667 0.1 -1.0 -0.3
H -2.1884 1.2437 1.3729 -0.2 -0.6 -0.1
H -0.9758 2.2051 -1.2333 -0.1 -0.5 -0.1
H 2.2645 0.8758 0.2889 0.2 0.1 0.2
H 0.0032 0.9218 -3.2170 -0.4 0.7 0.3
C -1.3687 -0.3485 0.1424 -0.6 -0.9 1.8
H -3.0041 1.0253 -0.1901 -0.1 -0.1 0.0
H -0.3482 -0.3021 0.5392 0.2 0.1 -0.4
H 1.2628 -1.0297 2.8664 0.8 0.1 -0.2
N -2.1207 -1.3200 1.0058 0.3 -0.3 0.3
H 1.5363 -1.4148 -1.5307 0.1 -0.1 0.2
H 3.0945 -0.3370 -0.1574 -0.3 -0.1 0.7
H -2.2284 -3.3589 1.3591 -0.3 -0.1 -0.2
H 1.8433 0.4255 -2.6745 -0.3 -0.2 0.3
O -0.5397 1.5566 -3.7592 0.0 -0.3 -0.7
H -0.9337 -2.0616 2.6422 -0.1 -0.1 0.3
H -1.1909 -0.2950 2.5044 0.3 -0.3 0.3
H 0.3391 3.3797 0.7628 0.2 -0.3 0.4
C -2.2443 -2.6839 0.4973 0.5 0.4 0.4
O 1.1023 0.2224 -2.0769 0.5 0.5 -0.1
H 2.5980 -0.5929 2.1383 -0.7 -0.5 0.4
H -3.1879 -2.7736 -0.0327 0.0 -0.4 -0.3
H -1.3290 -0.7301 -0.8702 -0.1 0.2 -0.3
H -1.7003 3.1083 -0.0128 -0.1 0.1 0.4
H 1.2746 -2.7532 -0.7834 -0.2 -0.1 0.2
H -1.0531 2.1333 -3.1904 0.3 -0.3 0.3
O 2.2344 -1.0952 2.9207 -0.3 0.2 0.1
C -1.6648 -1.2800 2.4175 0.0 1.4 -1.5
O 1.9697 -2.2413 -1.1880 0.2 0.4 -0.5

***

Entry 2:
12
Properties=species:S:1:pos:R:3:forces:R:3 method="wB97M-V/def2-TZVPD" charge=+1 total_energy_ev=-77696.2838 gap_ev=10.45 max_force_ev_per_a=6.17 smiles=C[n+]1cnc(Br)[nH]1 homo_energy_ha=-0.5507 e_above_lowest_ev=0.601
H 1.6574 -1.0325 0.9781 -0.7 -0.9 1.4
N 0.3157 0.1242 -0.1230 1.8 -1.8 0.3
N -0.7344 -0.7359 -0.1585 -3.0 5.3 0.7
H 2.6064 0.2256 0.3492 -2.8 -0.5 -1.1
C -1.8931 0.1417 -0.1625 2.4 -1.6 0.8
H -0.6861 -1.6562 -0.4072 0.5 -2.9 -0.8
N -1.4904 1.3715 -0.0802 1.0 0.1 -0.3
H 1.8993 -1.1413 -0.7191 -0.2 0.9 0.4
C -0.1087 1.3304 -0.0661 -3.2 1.6 0.4
H 0.4033 2.2535 0.1410 0.8 -0.2 -0.3
Br -3.6116 -0.4392 0.1337 0.2 -0.1 -0.4
C 1.6422 -0.4418 0.1145 3.2 0.2 -1.2

***

Entry 3:
64
Properties=species:S:1:pos:R:3:forces:R:3 method="wB97M-V/def2-TZVPD" charge=-1 total_energy_ev=-79068.8424 gap_ev=6.81 max_force_ev_per_a=2.54 homo_energy_ha=-0.1676 e_above_lowest_ev=0.216
C 2.5870 -1.4591 2.1585 0.0 -0.1 -0.3
C -2.7539 2.3981 -3.7589 0.0 0.0 0.1
H 0.8017 1.8207 6.2790 0.0 0.0 -0.1
H 0.1089 -5.4519 0.3375 0.0 0.0 0.0
H 0.0198 1.5251 1.7045 0.0 0.1 0.1
H -0.4478 -3.2755 3.9661 0.0 0.0 0.0
H -0.1652 -5.3618 5.2642 0.0 0.0 0.0
H -2.5938 2.1681 -4.8126 0.1 0.0 0.0
C -3.9793 6.4619 -3.1506 0.0 0.0 0.0
H -4.4738 -2.3658 -2.0079 0.0 0.0 0.0
C -2.0099 3.7134 -1.4077 0.1 -0.1 0.2
C 1.4099 4.6250 1.9901 0.0 0.0 0.0
C -2.5644 -3.7536 0.4133 0.2 0.1 0.0
C 0.1362 -6.5833 3.5282 0.0 -0.1 0.0
C 1.3535 4.8039 3.3740 0.0 0.0 0.1
H -4.2771 3.9790 -5.4308 0.0 0.0 0.0
H 2.9306 -1.7991 4.1241 -0.1 0.0 0.0
H -4.9439 6.3302 -5.0645 0.0 0.0 0.0
H 1.8144 5.3977 1.3504 0.0 0.0 0.0
N 3.2402 -1.2304 3.3508 0.0 -0.1 0.0
H -0.8558 2.4997 6.2875 0.0 0.0 -0.1
C -2.8392 4.4703 -2.4021 0.0 0.0 -0.1
C 0.9462 3.4665 1.3867 -0.1 0.0 -0.1
C 0.0719 2.4139 5.7141 0.0 -0.1 0.2
K 0.6147 -0.0096 -0.2871 0.1 -1.9 -0.3
H 0.2672 -7.4964 4.0964 0.0 0.0 0.0
C -3.2221 5.7904 -2.1998 0.0 0.0 0.0
H 4.2330 -1.1027 3.2641 0.0 0.0 0.0
N 1.4293 -2.0772 2.2957 -0.1 -0.3 1.1
H -2.5388 -4.5609 1.1302 0.0 0.0 0.0
C 0.3285 2.6286 3.5086 0.1 0.1 0.1
C -0.2051 -4.2296 2.0668 0.0 0.0 0.0
C 0.2136 -6.6082 2.1437 0.0 0.0 0.0
H -4.2591 7.4962 -2.9912 0.0 0.0 0.0
N -1.5135 -1.8187 -0.5110 0.0 -0.1 0.1
O 1.1679 4.3491 -0.8029 0.0 -0.1 0.1
O 0.6011 3.7109 5.4693 0.0 0.2 -0.1
C -0.1089 -5.3840 4.1826 0.0 0.0 0.0
H -4.4739 -4.2867 -0.3947 0.0 0.0 0.0
H -1.3090 4.3585 -0.8836 0.0 0.0 0.0
C -1.4943 -2.8437 0.3570 -0.4 0.0 -0.2
C -3.9831 4.4908 -4.5208 0.0 0.0 0.0
H -2.5216 -0.8221 -1.9861 0.0 0.0 0.0
O -0.1917 1.7915 4.4700 -0.1 0.0 -0.1
C -3.2208 3.8121 -3.5762 0.0 0.1 0.0
C -0.3550 -2.9767 1.2696 0.5 0.0 0.4
C -3.6419 -3.5943 -0.4346 0.0 0.1 -0.1
C 0.9723 3.3382 -0.1284 0.1 0.1 -0.1
C -3.6492 -2.5323 -1.3284 0.0 -0.1 0.1
H 1.7189 5.7022 3.8538 0.0 0.0 0.0
H -2.9146 6.3042 -1.2960 0.0 0.0 0.0
C 0.3915 2.4357 2.1541 0.0 -0.1 0.2
H -2.6434 3.2075 -0.6764 0.0 0.0 0.0
H 0.4142 -7.5396 1.6282 0.0 0.0 0.0
O 0.7310 2.1594 -0.5712 0.2 2.5 0.1
C -2.5593 -1.6767 -1.3152 0.0 0.1 -0.1
Te -0.9258 2.2426 -2.5375 -0.6 -0.1 -0.7
C 0.8009 3.7840 4.1076 -0.1 -0.2 0.0
H -3.5061 1.7008 -3.3783 0.1 0.0 0.0
C -4.3612 5.8102 -4.3133 0.0 0.0 0.0
C 0.0434 -5.4376 1.4194 0.0 0.1 0.0
C -0.2731 -4.2137 3.4572 -0.1 0.0 0.0
N 0.4973 -2.0020 1.3582 -0.2 -0.4 -0.3
S 3.3960 -1.0576 0.7207 0.0 0.2 -0.2

***

Entry 4:
7
Properties=species:S:1:pos:R:3:forces:R:3 method="wB97M-V/def2-TZVPD" total_energy_ev=-40690.1741 gap_ev=9.71 max_force_ev_per_a=4.89 smiles="ClC1=C=C1Cl.Cl" homo_energy_ha=-0.3399 e_above_lowest_ev=1.960
C 0.2312 -0.1667 -0.9136 -1.1 -0.8 0.0
Cl -1.4811 1.8975 0.3713 -0.2 1.4 0.2
H 2.3105 0.4810 -0.2424 0.0 -0.4 0.8
C -0.9225 -0.8098 -0.2580 1.7 4.5 -0.9
Cl 2.4622 0.0938 1.0080 0.2 0.4 -0.6
Cl -1.8149 -2.0712 0.3208 0.0 -0.4 -0.1
C -0.7854 0.5755 -0.2861 -0.7 -4.7 0.5

***

Entry 5:
19
Properties=species:S:1:pos:R:3:forces:R:3 method="wB97M-V/def2-TZVPD" total_energy_ev=-8463.1819 gap_ev=11.09 max_force_ev_per_a=0.47 smiles=CC(C)[C@H]1O[C@H]1C homo_energy_ha=-0.3667 e_above_lowest_ev=1.172
H 2.2904 0.6202 -1.5842 -0.1 -0.1 0.1
H 2.2298 -0.5897 -0.2864 -0.1 0.1 -0.1
O -1.5026 0.2162 1.1485 -0.3 0.2 0.1
C -1.3337 -2.1521 0.4788 0.0 0.1 -0.1
H 0.4684 0.7460 1.5848 0.0 -0.1 -0.1
H -0.5832 -1.2783 2.3445 -0.1 0.1 -0.2
H 0.3500 2.6773 -0.3457 -0.1 -0.1 -0.1
C 1.8869 0.4061 -0.5890 0.1 0.0 0.0
H 2.3257 1.1349 0.1061 -0.1 -0.1 -0.1
C -0.7923 -1.0087 1.3038 0.0 -0.4 0.2
H -2.1601 -2.6068 1.0375 0.1 0.0 -0.1
H -1.1754 2.0115 -0.9609 0.1 0.0 0.0
C -0.1201 0.2078 0.8306 0.4 0.2 -0.1
H -1.7401 -1.7852 -0.4673 0.1 0.0 0.1
H -0.0613 -0.2207 -1.2753 0.0 0.1 0.1
C -0.0867 1.9142 -1.0034 0.0 0.0 0.0
H -0.5976 -2.9378 0.2788 0.0 0.2 0.1
H 0.2435 2.1316 -2.0259 -0.1 -0.1 0.2
C 0.3583 0.5135 -0.5752 -0.1 -0.1 0.0

***

Entry 6:
38
Properties=species:S:1:pos:R:3:forces:R:3 method="wB97M-V/def2-TZVPD" charge=+1 total_energy_ev=-70589.2258 gap_ev=8.47 max_force_ev_per_a=0.23 homo_energy_ha=-0.4602
P -0.8972 0.8161 -0.2934 0.0 0.0 0.2
S 0.1406 -2.3852 2.0640 -0.1 -0.1 0.0
H 2.0470 0.3303 -1.1654 -0.1 0.0 0.0
C 1.0253 -1.1158 -2.4510 0.0 0.0 0.0
H 2.0770 2.8388 2.8904 0.0 0.0 0.0
C -3.5379 -0.1384 -0.6446 0.0 0.0 0.0
H -1.7660 -1.2532 -1.1219 0.0 -0.1 0.1
O 2.9636 0.5253 1.2754 0.1 0.0 0.0
Cl 1.3659 0.2186 -4.8236 0.0 0.0 0.0
S 1.5542 -3.7082 -0.1266 0.1 0.1 0.2
C -2.1053 -0.5915 -0.3206 0.0 0.0 -0.1
H -2.2370 1.5291 1.6935 0.0 0.0 0.0
H 1.7114 -1.6756 -3.0857 -0.1 0.0 0.0
H 2.5696 -3.1527 -0.8041 -0.1 0.0 -0.1
H 0.4166 2.1914 3.0106 0.0 0.1 0.0
H 1.8131 1.2277 3.6107 0.0 0.0 0.0
H 2.7425 -1.2507 -1.1171 0.1 0.1 0.0
N 1.0839 -1.0291 0.0940 0.0 0.0 0.0
H -4.2551 -0.8693 -0.2754 0.0 0.0 0.0
C 0.4047 0.0369 0.8654 0.0 0.1 0.0
H -3.7931 0.8192 -0.1920 0.0 0.0 0.0
H 0.6152 1.0123 -2.7552 0.0 0.0 0.0
H -3.6864 -0.0490 -1.7196 0.0 0.1 0.0
C 0.9947 -2.2322 0.5929 -0.1 0.0 -0.2
H -0.5586 -0.0546 -3.5188 0.0 0.0 0.0
C 1.4646 1.9373 2.8656 -0.1 -0.1 0.0
H -2.3641 2.6083 0.3023 0.0 0.0 0.0
H 0.2195 -1.8093 -2.2022 0.0 0.0 0.0
H -0.9228 2.6742 1.2785 0.0 0.0 -0.1
C -0.1309 -0.5945 2.1601 0.1 0.0 0.0
C 0.4924 0.0649 -3.2718 0.1 0.1 -0.1
H 0.4062 -0.2632 3.0441 0.0 0.0 0.0
C 1.7918 -0.7258 -1.1785 0.1 -0.1 0.1
S 1.7485 1.2911 1.2409 -0.1 -0.1 0.0
H -1.1883 -0.3870 2.3046 0.0 0.0 0.0
H -2.0949 -1.1865 0.5950 0.0 0.1 0.1
C -1.6750 1.9942 0.8817 0.0 0.0 0.0
O 1.5642 2.3561 0.2976 0.1 0.0 -0.1

***

Entry 7:
20
Properties=species:S:1:pos:R:3:forces:R:3 method="wB97M-V/def2-TZVPD" charge=+1 total_energy_ev=-30006.3925 gap_ev=8.21 max_force_ev_per_a=4.98 smiles="CSC(=S)/[NH+]=C/N(C)C" homo_energy_ha=-0.4661 e_above_lowest_ev=1.735
H -2.7145 -1.9729 2.1442 0.7 0.8 0.5
H -2.7967 1.1729 1.6081 1.2 -0.4 1.0
C -2.4609 -1.5654 1.1638 -4.2 0.1 0.7
S 1.4817 -1.4414 -1.8815 0.3 2.1 1.1
N -1.6026 -0.4293 1.0765 1.2 -0.6 -0.9
H 2.8091 1.0340 -3.3343 0.3 0.2 0.2
H -0.4937 -1.5722 -0.1740 -0.1 0.7 -0.7
C 1.4876 -0.0121 -1.0030 -1.4 -1.3 -0.4
H -0.9692 1.3582 1.9754 -0.8 -0.4 0.0
C -1.8430 0.6698 1.9784 -0.5 0.5 0.5
N 0.4034 0.3443 -0.0669 -1.5 -4.6 -1.3
H -1.9285 0.1688 2.9968 -0.2 1.1 -1.2
H 4.1942 0.4930 -2.2771 -0.2 -0.1 -0.6
H 4.1438 2.1949 -2.6880 -1.5 -0.9 0.5
H -3.5032 -1.3591 0.7545 1.3 0.2 0.2
C 3.4744 1.2882 -2.5022 1.3 -0.1 0.4
H 0.5830 1.2187 0.3141 -0.6 1.9 1.2
S 2.5188 1.3750 -0.9519 0.3 0.5 -0.6
C -0.6448 -0.5606 0.2108 3.2 1.8 0.6
H -2.1389 -2.4047 0.6565 1.1 -1.4 -1.4